Record 1
{
  "formula": "C21H27NO6",
  "method": "the ωB97M-V functional and the def2-TZVPD basis",
  "gap_ev": 8.6,
  "smiles": "Cc1c(C)c2c(OCC(=O)NCCCO)cc3c(c2oc1=O)CCC(C)(C)O3",
  "de_lowest_kj_mol": 0.00,
  "homo_energy_ev": -8.2,
  "charge": 0,
  "lumo_energy_ev": 0.368,
  "species": ["C", "C", "C", "C", "C", "C", "O", "C", "C", "O", "N", "C", "C", "C", "O", "C", "C", "C", "C", "O", "C", "O", "C", "C", "C", "C", "C", "O", "H", "H", "H", "H", "H", "H", "H", "H", "H", "H", "H", "H", "H", "H", "H", "H", "H", "H", "H", "H", "H", "H", "H", "H", "H", "H", "H"],
  "coordinates": [[5.14571, -1.27555, 2.36273], [3.92257, -1.18469, 1.49921], [2.65738, -1.03091, 1.97896], [2.41230, -0.98289, 3.45405], [1.55222, -0.93280, 1.05213], [0.19453, -0.70159, 1.39755], [-0.09189, -0.45741, 2.71220], [-1.42668, -0.19000, 3.07722], [-1.99365, 1.09609, 2.46416], [-3.18339, 1.23151, 2.25291], [-1.06920, 2.03682, 2.21625], [-1.40620, 3.27256, 1.53679], [-1.81703, 3.03270, 0.07263], [-3.14788, 3.72287, -0.25387], [-4.12836, 3.52649, 0.72701], [-0.77723, -0.69240, 0.42070], [-0.45999, -0.86845, -0.93038], [0.86224, -1.04082, -1.31390], [1.83885, -1.07890, -0.31659], [3.10163, -1.25540, -0.76177], [4.18148, -1.28432, 0.07213], [5.27169, -1.40325, -0.43705], [1.23408, -1.15159, -2.76415], [0.08881, -0.62132, -3.62081], [-1.25843, -1.18501, -3.15360], [-2.40607, -0.55912, -3.94573], [-1.30737, -2.71141, -3.26781], [-1.49627, -0.81634, -1.78751], [5.12232, -2.16894, 2.98567], [5.23920, -0.40321, 3.00712], [6.01830, -1.33014, 1.71645], [3.30800, -1.24461, 4.00594], [2.09651, 0.01450, 3.75425], [1.61741, -1.67306, 3.72392], [-2.09455, -1.02404, 2.83287], [-1.40507, -0.07377, 4.16547], [-0.09777, 1.80127, 2.34514], [-0.55185, 3.94380, 1.61025], [-2.25539, 3.71891, 2.06496], [-1.04959, 3.38511, -0.61665], [-1.93744, 1.95913, -0.08643], [-3.00462, 4.80636, -0.32583], [-3.50225, 3.35972, -1.23147], [-4.03700, 2.63313, 1.10169], [-1.81825, -0.54521, 0.65378], [2.14559, -0.58051, -2.94829], [1.45790, -2.19166, -3.01524], [0.24423, -0.87455, -4.66908], [0.04920, 0.46731, -3.53437], [-3.35674, -0.89459, -3.54071], [-2.36573, 0.52469, -3.87351], [-2.34143, -0.84837, -4.99035], [-1.07102, -3.01981, -4.28228], [-0.60006, -3.17095, -2.58229], [-2.30375, -3.06536, -3.01450]],
  "forces_ev_per_angstrom": [[0.04, -0.01, -0.09], [-0.38, 0.04, 0.29], [0.58, -0.04, -0.16], [0.18, -0.08, 0.09], [-0.08, 0.01, -0.35], [0.07, -0.13, -0.54], [0.21, 0.04, -0.12], [-0.43, -0.08, 0.06], [0.77, -0.11, 0.17], [-0.47, -0.05, -0.04], [0.30, 0.06, 0.17], [-0.31, 0.09, -0.13], [-0.34, 0.16, 0.13], [0.29, 0.03, -0.39], [-0.32, -0.26, 0.27], [-0.22, -0.05, 0.12], [0.60, -0.03, 0.50], [0.01, -0.05, -0.28], [-0.81, 0.16, 0.51], [-0.12, -0.04, -0.22], [0.61, -0.03, -0.09], [-0.44, 0.03, 0.07], [-0.03, 0.08, -0.08], [-0.05, -0.12, 0.29], [-0.03, -0.11, -0.81], [0.29, -0.09, 0.37], [-0.01, 0.34, 0.21], [-0.12, 0.12, 0.13], [0.05, -0.03, 0.09], [0.04, 0.02, 0.09], [0.02, 0.00, 0.11], [0.06, 0.01, 0.03], [-0.04, 0.02, 0.09], [0.00, 0.02, 0.08], [0.07, 0.16, -0.04], [-0.06, -0.02, -0.15], [-0.11, -0.09, 0.02], [-0.03, -0.03, 0.05], [0.22, 0.03, -0.05], [0.04, -0.05, -0.06], [0.06, -0.01, -0.03], [0.00, -0.07, -0.07], [0.10, 0.14, 0.07], [0.01, 0.16, 0.00], [-0.15, 0.02, 0.06], [-0.02, -0.08, -0.05], [0.06, 0.01, -0.05], [-0.05, 0.03, -0.04], [-0.03, 0.03, -0.05], [-0.12, -0.05, 0.01], [0.01, 0.12, -0.01], [0.01, -0.04, -0.13], [0.04, -0.05, -0.12], [0.09, -0.10, 0.03], [-0.08, -0.05, 0.02]],
  "mulliken_charge": [-1.98, 0.93, 0.68, -1.52, 0.02, 1.19, -0.62, -0.53, 0.40, -0.70, 0.01, -0.98, -0.21, -0.70, -0.55, -0.99, 0.33, 0.26, 0.10, -0.65, 0.32, -0.70, -0.72, -1.26, 1.52, -1.92, -1.66, -0.47, 0.37, 0.39, 0.34, 0.51, 0.23, 0.31, 0.36, 0.42, 0.26, 0.39, 0.49, 0.48, 0.07, 0.37, 0.30, 0.39, 0.74, 0.43, 0.29, 0.46, 0.40, 0.42, 0.39, 0.41, 0.38, 0.36, 0.40]
}

=====

Record 2
{
  "formula": "C21H28As2NO3STi",
  "method": "the ωB97M-V functional and the def2-TZVPD basis",
  "gap_ev": 6.7,
  "de_lowest_kj_mol": 43.11,
  "homo_energy_ev": -18.1,
  "charge": 3,
  "lumo_energy_ev": -11.360,
  "species": ["Ti", "C", "As", "C", "C", "C", "C", "C", "C", "C", "As", "C", "C", "H", "H", "H", "H", "H", "H", "H", "H", "H", "H", "H", "H", "H", "H", "H", "H", "C", "C", "C", "O", "C", "O", "O", "H", "H", "H", "H", "H", "H", "H", "S", "C", "N", "C", "C", "C", "C", "C", "C", "H", "H", "H", "H", "H"],
  "coordinates": [[-0.26961, 0.06886, 0.01374], [2.14763, 2.89305, 1.30711], [0.67723, 2.48082, 0.14555], [1.24975, 2.97223, -1.63492], [-0.77688, 3.63903, 0.60732], [-0.52341, 4.89877, 1.13755], [-1.58633, 5.75103, 1.41212], [-2.89085, 5.34942, 1.15997], [-3.14836, 4.09061, 0.62987], [-2.08702, 3.23741, 0.35153], [-2.39794, 1.51096, -0.42287], [-4.12350, 0.92077, 0.18017], [-2.64199, 1.78236, -2.32942], [2.55476, 3.83906, 0.95047], [2.90612, 2.11525, 1.22824], [1.78499, 2.98499, 2.32814], [1.11161, 4.05020, -1.71115], [0.66159, 2.46550, -2.39654], [2.29842, 2.69656, -1.74738], [0.48579, 5.23064, 1.34719], [-1.39248, 6.73016, 1.82891], [-3.71419, 6.01553, 1.38018], [-4.17371, 3.79534, 0.44658], [-4.85204, 1.59499, -0.26883], [-4.18191, 0.96477, 1.26519], [-4.30604, -0.09323, -0.17156], [-3.29153, 2.65183, -2.43211], [-3.12509, 0.90630, -2.75988], [-1.69969, 1.97550, -2.83728], [3.40667, -1.63998, -2.04938], [3.29148, -0.86542, -0.75007], [4.03296, -1.49663, 0.41198], [3.61562, 0.52603, -0.91231], [1.83637, -0.63188, -0.38628], [0.92461, -0.36774, -1.31577], [1.41068, -0.51388, 0.80966], [4.45842, -1.65850, -2.33921], [2.83748, -1.17371, -2.85089], [3.08886, -2.67553, -1.92380], [5.09668, -1.50281, 0.17200], [3.72588, -2.53177, 0.56446], [3.89221, -0.93652, 1.33352], [4.51690, 0.60304, -1.25875], [-2.19526, -3.25408, 2.31799], [-1.62557, -1.69673, 2.15536], [-1.43179, -1.27796, 0.90527], [-1.77158, -2.28827, -0.02078], [-1.76092, -2.17746, -1.40971], [-2.11141, -3.29052, -2.14866], [-2.49711, -4.48431, -1.52027], [-2.55468, -4.58739, -0.14506], [-2.18156, -3.46710, 0.59796], [-1.41597, -1.07829, 3.01841], [-1.52822, -1.24943, -1.93775], [-2.11081, -3.23675, -3.22880], [-2.77449, -5.33505, -2.12758], [-2.88446, -5.49948, 0.33386]],
  "forces_ev_per_angstrom": [[-0.48, -0.32, -0.16], [0.02, -0.14, 0.05], [-0.21, 0.34, 0.05], [0.06, -0.06, -0.03], [0.04, 0.13, 0.04], [-0.05, 0.02, 0.02], [-0.01, -0.01, 0.00], [0.00, -0.01, 0.00], [0.06, 0.06, 0.02], [-0.13, 0.01, 0.01], [-0.02, 0.50, -0.20], [0.00, -0.12, 0.03], [-0.04, 0.03, 0.03], [0.06, 0.02, 0.08], [-0.02, 0.05, -0.02], [0.06, 0.02, 0.02], [0.06, 0.01, -0.07], [-0.02, 0.04, -0.01], [-0.07, 0.02, 0.02], [0.01, -0.01, -0.01], [0.00, 0.00, 0.00], [0.00, 0.00, 0.00], [0.00, -0.01, -0.01], [-0.08, -0.05, 0.05], [-0.02, 0.01, 0.00], [-0.02, 0.01, 0.00], [-0.01, -0.02, -0.08], [-0.01, 0.01, -0.01], [0.00, 0.02, 0.02], [0.11, -0.02, -0.03], [-0.05, -0.01, 0.00], [0.11, -0.01, -0.05], [0.04, -0.01, 0.03], [-0.03, 0.06, 0.04], [0.47, -0.27, 0.00], [0.55, 0.02, -0.09], [-0.01, -0.02, -0.01], [0.00, 0.01, 0.00], [-0.02, 0.02, 0.01], [0.00, -0.02, 0.01], [-0.02, 0.01, -0.01], [0.01, 0.02, 0.01], [-0.02, -0.02, 0.00], [0.03, -0.18, 0.11], [0.01, 0.22, -0.07], [-0.23, -0.38, 0.17], [-0.08, 0.06, 0.21], [0.00, 0.07, -0.14], [-0.03, -0.04, 0.01], [0.02, 0.01, -0.01], [0.01, 0.07, -0.03], [-0.09, -0.10, -0.03], [0.01, 0.00, 0.00], [0.02, -0.04, 0.06], [0.00, -0.01, 0.00], [0.00, 0.01, -0.01], [0.00, 0.00, 0.01]],
  "mulliken_charge": [0.11, -1.17, 0.69, -1.03, 0.57, -0.89, -0.76, -0.79, -0.85, 0.44, 0.92, -1.25, -1.13, 0.49, 0.30, 0.41, 0.46, 0.33, 0.39, 0.43, 0.45, 0.45, 0.38, 0.51, 0.42, 0.41, 0.46, 0.45, 0.36, -1.50, 1.15, -1.57, -0.51, 1.40, -0.54, -0.53, 0.45, 0.38, 0.39, 0.42, 0.39, 0.37, 0.39, -0.05, -0.24, 0.39, -0.03, 0.10, -1.05, -0.68, -0.56, 0.58, 0.46, 0.38, 0.47, 0.46, 0.49]
}